#P
Density functional theory data (the ωB97M-V functional and the def2-TZVPD basis) for an isolated molecule of C12H17N3O2S.

HOMO-LUMO gap = 9.1 eV
SMILES string = CCCCCCCc1nn2c(=O)cc(O)nc2s1
HOMO = -8.7 eV
Molecular weight = 267.354 g mol⁻¹

Geometry as XYZ:
```
35
Properties=species:S:1:pos:R:3:nbo_charge:R:1
S 2.325 -1.359 -0.457 0.360
O 5.104 2.563 -0.099 -0.573
O 7.177 -1.632 0.570 -0.643
N 3.937 0.596 -0.230 -0.263
N 4.954 -1.501 0.100 -0.571
N 2.760 1.172 -0.508 -0.209
C -5.186 -0.616 0.328 -0.387
C -4.358 0.577 0.810 -0.393
C 5.140 1.361 -0.024 0.630
C 3.926 -0.762 -0.156 0.282
C 6.251 0.511 0.256 -0.472
C -2.881 0.253 1.073 -0.398
C 1.818 0.335 -0.660 0.115
C 6.128 -0.851 0.308 0.539
C -0.510 0.280 0.207 -0.380
C -1.962 0.646 -0.083 -0.391
C -4.759 -1.160 -1.029 -0.609
C 0.412 0.689 -0.948 -0.455
H -4.427 1.382 0.076 0.194
H 0.092 0.180 -1.860 0.224
H -4.758 -0.368 -1.775 0.201
H -2.282 0.150 -1.000 0.198
H -2.774 -0.815 1.276 0.195
H -4.812 0.941 1.734 0.207
H 0.362 1.767 -1.108 0.244
H -0.428 -0.798 0.367 0.198
H -5.127 -1.415 1.071 0.193
H -5.450 -1.934 -1.356 0.212
H -6.232 -0.303 0.268 0.201
H -2.035 1.724 -0.246 0.199
H -0.182 0.781 1.121 0.209
H 6.882 -2.555 0.561 0.498
H -2.548 0.786 1.966 0.204
H 7.207 0.975 0.428 0.247
H -3.765 -1.597 -0.980 0.196
```

=====

#Q
Density functional theory data (the ωB97M-V functional and the def2-TZVPD basis) for an isolated molecule of C12H17N3O2S.

HOMO-LUMO gap = 6.6 eV
SMILES string = CC(C)CCNC(=S)Nc1ccc([N+](=O)[O-])cc1
HOMO = -8.7 eV
Molecular weight = 267.354 g mol⁻¹

Geometry as XYZ:
```
35
Properties=species:S:1:pos:R:3:nbo_charge:R:1
S -0.754 0.854 3.522 -0.143
O -1.066 -6.054 -2.063 -0.212
O -0.635 -4.311 -3.605 -0.495
N -0.991 -1.092 1.934 -0.612
N 0.668 0.557 1.139 -0.647
N -0.695 -4.910 -2.113 0.442
C -0.448 0.027 2.220 0.222
C -0.893 -2.014 0.704 0.177
C 0.669 3.307 -0.673 -0.161
C 1.250 1.868 1.642 -0.186
C -0.804 -1.528 -0.498 -0.253
C -0.738 -2.647 -1.416 -0.113
C -1.010 -3.817 -1.200 -0.018
C -1.218 -3.298 1.212 -0.235
C 1.869 3.899 -0.954 -0.628
C -0.971 -4.297 0.105 -0.136
C 0.355 2.987 0.911 -0.373
C 0.007 2.105 -1.447 -0.581
H 0.860 1.287 -1.382 0.171
H -0.200 4.182 -0.793 0.171
H 0.889 -0.116 0.678 0.337
H 2.276 1.797 1.041 0.194
H 0.016 2.256 -2.425 0.198
H -0.648 2.875 1.097 0.205
H -0.902 1.606 -1.189 0.214
H 0.578 3.897 1.721 0.184
H 1.254 1.925 2.597 0.201
H 2.519 3.189 -0.867 0.199
H -0.677 -2.260 -2.370 0.262
H 2.275 4.633 -0.209 0.221
H -0.782 -0.433 -0.690 0.279
H 2.010 4.141 -1.863 0.212
H -1.417 -1.554 2.730 0.410
H -1.286 -3.777 2.222 0.260
H -1.361 -5.286 0.283 0.233
```

=====

Which of them is least stable? Easy: #Q.

=====

#P
Density functional theory data (the ωB97M-V functional and the def2-TZVPD basis) for the ion C5H10N with charge +1.

HOMO-LUMO gap (spin up / spin down) = 9.3 / 10.1 eV
Multiplicity = 3
HOMO (spin up / spin down) = -12.8 / -16.4 eV
<S²> = 2.007
Molecular weight = 84.142 g mol⁻¹
Net charge = +1

Geometry as XYZ:
```
16
Properties=species:S:1:pos:R:3:nbo_charge:R:1
N 1.719 -0.192 0.335 -0.626
C 0.076 -0.871 -0.734 -0.362
C 0.285 -0.404 0.663 0.282
C -0.455 0.247 1.759 -0.695
C 1.255 0.003 -1.145 0.181
C -1.277 -0.449 -1.409 -0.594
H -1.365 0.582 -1.249 0.214
H -0.102 -0.136 2.705 0.259
H -1.088 -0.573 -2.471 0.238
H 2.225 0.664 0.728 0.447
H -1.493 -0.078 1.695 0.274
H 2.271 -1.049 0.480 0.451
H 0.479 -1.821 -1.030 0.259
H -0.217 1.260 1.812 0.243
H -2.014 -1.162 -0.948 0.246
H 0.939 1.084 -1.185 0.183
```

=====

#Q
Density functional theory data (the ωB97M-V functional and the def2-TZVPD basis) for a cluster of 2 separate species, C5H10N in total.

HOMO-LUMO gap (spin up / spin down) = 6.7 / 7.5 eV
Multiplicity = 3
HOMO (spin up / spin down) = -10.3 / -14.3 eV
<S²> = 2.010
Molecular weight = 84.142 g mol⁻¹
Net charge = +1

Geometry as XYZ:
```
16
Properties=species:S:1:pos:R:3:nbo_charge:R:1
N 2.109 0.397 -0.036 -0.936
C -1.718 -1.059 -0.840 -0.082
C -2.098 0.244 -0.937 -0.134
C -0.658 -1.118 0.218 -0.504
C -1.434 1.014 0.063 -0.306
C -0.445 0.389 0.801 -0.228
H 0.151 -1.903 -0.135 0.233
H 0.984 0.390 0.408 0.404
H 2.561 -0.504 0.284 0.444
H -1.636 2.119 0.154 0.237
H 2.293 0.535 -1.089 0.452
H -2.254 -1.825 -1.243 0.221
H -1.083 -1.471 1.194 0.246
H -0.051 0.555 1.859 0.259
H 2.673 1.249 0.308 0.444
H -2.892 0.527 -1.654 0.250
```

=====

Which of them is least stable? Easy: #P.

=====

#P
Density functional theory data (the ωB97M-V functional and the def2-TZVPD basis) for a structure of composition C15H39ClI2P3Rh.

HOMO-LUMO gap (spin up / spin down) = 5.6 / 5.5 eV
Multiplicity = 5
HOMO (spin up / spin down) = -14.1 / -15.1 eV
<S²> = 6.019
Molecular weight = 704.566 g mol⁻¹
Net charge = +2

Geometry as XYZ:
```
61
Properties=species:S:1:pos:R:3:nbo_charge:R:1
I -0.996 -3.940 -1.396 0.002
I 0.873 -5.161 0.503 0.074
Rh 0.633 -0.672 0.864 0.246
Cl 1.948 0.544 2.580 -0.492
P -0.666 -1.512 2.477 1.190
P -0.414 0.863 -0.483 1.203
P 2.555 -1.156 -0.150 1.167
C -2.673 2.374 -1.200 -0.621
C 3.284 0.245 -1.086 -0.939
C 0.832 3.462 -0.992 -0.612
C -0.172 0.379 -2.270 -0.537
C -3.129 0.034 -0.311 -0.619
C -0.212 3.074 1.259 -0.617
C 2.395 -2.476 -1.373 -0.977
C 0.503 2.410 0.070 -0.532
C 3.881 -1.662 0.994 -0.953
C 0.038 1.508 -3.293 -0.616
C -1.632 -2.948 1.966 -0.994
C 0.276 -2.030 3.943 -0.959
C -1.876 -0.284 3.067 -0.950
C -1.256 -0.554 -2.796 -0.624
C -2.207 1.256 -0.258 -0.545
H -0.416 -2.169 4.780 0.276
H 2.632 0.538 -1.917 0.247
H -0.760 2.265 -3.250 0.227
H -1.376 0.671 3.260 0.267
H 0.772 -2.980 3.716 0.262
H 1.459 1.998 0.461 0.256
H -3.432 -0.192 -1.342 0.234
H -2.183 -0.016 -3.058 0.229
H -2.320 -0.660 3.999 0.278
H -1.138 3.577 0.948 0.220
H -2.253 1.638 0.771 0.250
H -2.447 -3.134 2.669 0.278
H 4.839 -1.644 0.463 0.274
H -2.020 -2.802 0.953 0.265
H -2.687 2.030 -2.247 0.219
H 0.451 3.844 1.668 0.255
H -0.021 1.067 -4.299 0.244
H -2.074 3.293 -1.103 0.225
H -0.887 -1.016 -3.729 0.245
H -1.492 -1.381 -2.104 0.211
H -2.682 -0.870 0.131 0.198
H 4.251 -0.082 -1.488 0.275
H 3.429 1.099 -0.415 0.270
H 3.900 -0.963 1.840 0.292
H 3.253 -2.482 -2.047 0.278
H 3.667 -2.677 1.342 0.258
H 1.463 -2.363 -1.930 0.256
H 2.343 -3.434 -0.837 0.256
H -0.063 3.802 -1.526 0.219
H -2.668 -0.142 2.317 0.259
H -0.430 2.370 2.068 0.212
H 1.011 1.995 -3.207 0.222
H -3.711 2.624 -0.929 0.255
H 1.021 -1.261 4.181 0.291
H 1.587 3.118 -1.709 0.217
H 0.765 -0.204 -2.231 0.221
H -0.962 -3.818 1.936 0.267
H 1.249 4.341 -0.487 0.249
H -4.055 0.268 0.235 0.244
```

=====

#Q
Density functional theory data (the ωB97M-V functional and the def2-TZVPD basis) for a structure of composition C15H39ClI2P3Rh.

HOMO-LUMO gap (spin up / spin down) = 6.3 / 5.7 eV
Multiplicity = 5
HOMO (spin up / spin down) = -13.5 / -15.6 eV
<S²> = 6.014
Molecular weight = 704.566 g mol⁻¹
Net charge = +2

Geometry as XYZ:
```
61
Properties=species:S:1:pos:R:3:nbo_charge:R:1
I 0.216 0.283 -3.367 0.229
I 0.171 3.773 -2.837 0.215
Rh 0.099 1.178 -0.909 0.069
Cl 0.177 2.011 1.342 -0.380
P 2.265 1.947 -0.553 1.257
P -0.131 -0.940 0.357 1.057
P -2.059 1.951 -0.545 1.239
C 1.348 -2.018 0.435 -0.567
C -1.436 -1.771 -0.710 -0.537
C 2.421 3.706 -0.168 -0.975
C -0.810 -2.387 -1.953 -0.568
C 0.735 -0.753 3.194 -0.619
C 1.117 -3.462 0.906 -0.620
C 3.016 1.751 -2.178 -1.000
C 2.179 -2.041 -0.845 -0.614
C -1.542 -1.831 2.829 -0.612
C -0.477 -0.883 2.243 -0.501
C -2.242 -2.870 -0.024 -0.614
C -3.206 1.136 0.594 -0.980
C -2.204 3.717 -0.243 -0.982
C -2.735 1.638 -2.195 -0.986
C 3.368 1.101 0.617 -0.974
H -2.961 -2.481 0.714 0.224
H 0.352 -0.433 4.168 0.246
H -0.196 -3.265 -1.713 0.237
H 2.128 -3.914 0.951 0.242
H -2.900 1.282 1.635 0.278
H 1.922 -1.492 1.202 0.244
H -4.185 1.618 0.450 0.275
H -0.161 -1.655 -2.474 0.160
H 2.218 -1.073 -1.371 0.185
H 3.015 1.129 1.651 0.278
H -1.631 -1.626 3.910 0.241
H 4.333 1.628 0.569 0.271
H 0.523 -4.060 0.198 0.214
H -2.824 -3.398 -0.793 0.236
H -3.831 1.619 -2.121 0.269
H -3.321 0.069 0.400 0.258
H -1.305 -2.895 2.683 0.217
H 2.662 2.547 -2.839 0.244
H 3.208 -2.324 -0.554 0.238
H 1.409 0.033 2.861 0.209
H -2.372 2.412 -2.865 0.244
H -2.527 -1.616 2.389 0.205
H 2.737 0.782 -2.625 0.261
H -3.262 4.010 -0.231 0.273
H -1.746 3.984 0.707 0.287
H -1.666 4.264 -1.034 0.247
H -2.129 -0.978 -1.005 0.214
H -0.949 0.119 2.264 0.233
H 4.106 1.784 -2.073 0.274
H -1.599 -2.624 -2.679 0.247
H 0.668 -3.532 1.908 0.227
H 3.516 0.057 0.316 0.262
H 1.938 3.938 0.780 0.287
H 1.281 -1.688 3.337 0.222
H -1.568 -3.576 0.469 0.224
H 3.486 3.969 -0.098 0.271
H 1.814 -2.801 -1.550 0.225
H 1.925 4.290 -0.954 0.239
H -2.379 0.659 -2.573 0.256
```

=====

Which of them is least stable? Easy: #Q.

=====

#P
Density functional theory data (the ωB97M-V functional and the def2-TZVPD basis) for an isolated molecule of C11H10N2.

HOMO-LUMO gap = 9.0 eV
SMILES string = Cc1ccc(-c2ccccn2)nc1
HOMO = -8.5 eV
Molecular weight = 170.215 g mol⁻¹

Geometry as XYZ:
```
23
Properties=species:S:1:pos:R:3:nbo_charge:R:1
N -0.912 -1.044 0.075 -0.445
N 1.868 1.160 0.051 -0.433
C -4.568 -0.064 -0.081 -0.641
C -2.145 -1.246 0.150 0.075
C 1.797 -1.176 -0.046 -0.242
C 3.999 -0.027 -0.087 -0.278
C -0.992 1.239 -0.094 -0.205
C 1.201 0.066 -0.065 0.159
C 3.199 1.085 0.193 0.055
C -2.341 1.142 -0.064 -0.203
C -0.267 0.093 0.105 0.156
C 3.254 -1.167 -0.191 -0.159
C -3.061 -0.078 0.000 -0.039
H 1.029 -1.924 0.180 0.264
H -5.047 -0.360 0.931 0.223
H -0.500 2.200 -0.166 0.233
H 5.097 0.051 0.050 0.232
H 3.790 2.023 0.264 0.183
H -2.498 -2.273 0.255 0.187
H 3.687 -2.162 -0.152 0.211
H -2.741 2.227 -0.045 0.217
H -5.021 -0.751 -0.777 0.227
H -4.932 0.951 -0.335 0.224
```

=====

#Q
Density functional theory data (the ωB97M-V functional and the def2-TZVPD basis) for an isolated molecule of C11H10N2.

HOMO-LUMO gap (spin up / spin down) = 6.6 / 6.5 eV
SMILES string = C\N=C1/C=CC=C/C1=C/C=C\C#N
HOMO (spin up / spin down) = -8.0 / -8.0 eV
Molecular weight = 170.215 g mol⁻¹

Geometry as XYZ:
```
23
Properties=species:S:1:pos:R:3:nbo_charge:R:1
N 0.130 1.210 -0.196 -0.390
N -5.644 -1.055 0.093 -0.305
C -0.216 -2.377 -0.290 -0.165
C 2.123 -1.755 0.013 -0.140
C 1.058 -2.758 -0.178 -0.230
C 0.464 -0.008 -0.022 0.172
C -0.566 -1.006 -0.087 -0.058
C -2.547 0.516 0.102 -0.114
C -4.920 -0.198 0.135 0.230
C 1.784 -0.444 0.162 -0.262
C -1.950 -0.798 -0.198 -0.153
C 1.068 2.307 -0.225 -0.446
C -3.939 0.778 0.208 -0.329
H -2.751 -1.565 -0.255 0.228
H 1.927 2.110 -1.037 0.195
H 3.132 -2.025 -0.029 0.211
H -1.940 1.335 0.359 0.242
H 1.490 2.310 0.780 0.197
H 2.533 0.115 0.552 0.215
H -1.069 -3.094 -0.239 0.221
H 1.326 -3.823 0.039 0.220
H -4.221 1.891 0.313 0.249
H 0.581 3.300 -0.410 0.210
```

=====

Which of them is least stable? Easy: #Q.